(1)
Formula: C7H13N
Source: the Open Molecules 2025 dataset
Level of theory: ωB97M-V/def2-TZVPD

Each line ends with the natural charge from an NBO analysis.
Atoms and positions in Å:
C  1.981  -0.833  -0.826  0.0794
C  -1.262  -1.622  -0.306  -0.4115
C  -2.389  -0.689  -0.047  -0.4176
C  -1.026  -0.167  -0.610  -0.3173
C  0.518  1.875  -0.455  -0.6607
C  0.290  0.374  1.565  -0.6969
C  0.030  0.570  0.076  0.1890
N  2.852  -0.833  0.054  -0.6922
H  1.986  -0.950  -1.947  0.1459
H  -0.497  -1.906  0.436  0.2313
H  -1.265  -2.490  -1.150  0.2203
H  -3.226  -0.616  -0.767  0.2280
H  -2.624  -0.333  0.987  0.2144
H  -1.108  0.168  -1.640  0.2123
H  1.458  2.080  -0.034  0.2244
H  0.626  2.174  -1.471  0.2235
H  -0.436  2.527  -0.098  0.2028
H  -0.632  0.198  2.067  0.2125
H  1.024  -0.368  1.558  0.2591
H  0.715  1.308  1.894  0.2145
H  3.754  -1.107  -0.362  0.3389

Computed properties:
- E_LUMO (alpha / beta): 1.0 / 0.8 eV



(2)
Formula: C7H13N
Source: the Open Molecules 2025 dataset
Level of theory: ωB97M-V/def2-TZVPD

Each line ends with the natural charge from an NBO analysis.
Atoms and positions in Å:
C  -0.886  1.060  -0.076  0.2623
C  1.101  0.759  -0.746  -0.0549
C  -0.075  -0.195  -0.059  -0.0944
C  -2.346  1.224  0.079  -0.6809
C  2.357  0.929  0.000  -0.6436
C  0.435  -0.733  1.314  -0.6208
C  -0.660  -1.350  -0.886  -0.6083
N  -0.055  1.853  -0.622  -0.3910
H  1.371  0.543  -1.823  0.1980
H  -2.821  1.581  -0.826  0.2409
H  -2.533  1.857  0.938  0.2392
H  -2.821  0.272  0.136  0.2184
H  2.213  1.326  1.009  0.2178
H  3.092  1.470  -0.669  0.2255
H  2.747  -0.085  0.198  0.2151
H  1.336  -1.364  0.884  0.2111
H  -0.251  -1.247  1.994  0.2213
H  0.858  0.113  1.922  0.2119
H  -0.149  -2.315  -0.874  0.2200
H  -0.883  -1.046  -2.063  0.2089
H  -1.597  -1.501  -0.395  0.2035

Computed properties:
- E_LUMO: 0.9 eV



(3)
Formula: C7H13N
Source: the Open Molecules 2025 dataset
Level of theory: ωB97M-V/def2-TZVPD

Each line ends with the natural charge from an NBO analysis.
Atoms and positions in Å:
C  -1.196  2.248  1.078  -0.6184
C  -0.084  2.395  0.096  -0.4524
N  0.056  -0.771  -2.296  -0.8146
C  0.137  0.020  -1.084  0.1073
C  -0.190  1.455  -1.115  -0.1943
C  1.292  -3.009  1.074  -0.5032
C  0.268  -2.163  0.444  -0.5309
C  0.423  -0.674  0.094  -0.1739
H  -1.100  2.406  2.165  0.2176
H  -1.531  1.212  0.925  0.2104
H  -2.015  2.827  0.650  0.2045
H  -0.175  3.426  -0.297  0.2094
H  0.914  2.353  0.613  0.2137
H  0.084  -1.723  -2.131  0.3660
H  -0.764  -0.464  -2.789  0.3728
H  -0.113  1.880  -2.091  0.1956
H  1.858  -2.875  1.970  0.2023
H  0.056  -2.233  1.527  0.3561
H  1.852  -3.749  0.473  0.2022
H  -0.573  -2.403  -0.226  0.2426
H  0.801  -0.155  0.919  0.1872

Computed properties:
- E_LUMO: -1.6 eV



(4)
Formula: C7H13N
Source: the Open Molecules 2025 dataset
Level of theory: ωB97M-V/def2-TZVPD

Each line ends with the natural charge from an NBO analysis.
Atoms and positions in Å:
C  -2.009  -1.162  -0.057  -0.6850
C  -0.499  1.750  1.089  -0.6534
C  1.702  -1.312  -0.115  -0.6093
N  -0.481  -0.445  -1.866  -0.6546
C  -0.684  -0.729  -0.632  0.3416
C  0.495  1.010  0.245  0.0765
C  0.437  -0.628  0.346  -0.3119
C  1.530  1.622  -0.314  -0.4216
H  -1.320  -0.506  -2.444  0.3355
H  0.125  -0.909  1.352  0.2120
H  -2.241  -0.665  0.883  0.2211
H  -1.947  -2.228  0.165  0.2301
H  -2.823  -0.985  -0.760  0.2155
H  -1.500  1.681  0.659  0.2129
H  -0.236  2.809  1.148  0.2210
H  -0.544  1.344  2.102  0.2102
H  1.692  2.677  -0.155  0.1941
H  2.237  1.122  -0.949  0.2042
H  1.887  -1.151  -1.174  0.2339
H  2.560  -0.911  0.427  0.2159
H  1.621  -2.386  0.049  0.2114

Computed properties:
- E_LUMO: 1.0 eV



(5)
Formula: C7H13N
Source: the Open Molecules 2025 dataset
Level of theory: ωB97M-V/def2-TZVPD

Each line ends with the natural charge from an NBO analysis.
Atoms and positions in Å:
C  -0.685  -2.567  -1.312  -0.4426
C  -1.620  0.282  -1.312  -0.7056
C  1.831  2.015  1.394  -0.6456
C  0.176  -0.011  1.748  -0.6577
C  -0.277  -0.265  -0.858  0.2958
C  0.982  0.984  0.751  0.0634
C  0.717  0.792  -0.524  -0.2578
N  0.163  -1.451  -1.021  -0.4248
H  1.015  1.471  -1.313  0.2069
H  -0.752  -3.193  -0.416  0.2056
H  -1.705  -2.318  -1.644  0.1662
H  -0.206  -3.153  -2.105  0.2074
H  -1.667  1.367  -1.183  0.2267
H  -2.421  -0.172  -0.735  0.2276
H  -1.779  0.056  -2.362  0.2308
H  2.679  1.535  1.901  0.2223
H  2.215  2.723  0.651  0.2204
H  -0.388  -0.886  1.452  0.2282
H  0.939  -0.410  2.412  0.2113
H  -0.479  0.636  2.327  0.2041
H  1.261  2.565  2.149  0.2176

Computed properties:
- E_LUMO: 0.9 eV



(6)
Formula: C7H13N
Source: the Open Molecules 2025 dataset
Level of theory: ωB97M-V/def2-TZVPD

Each line ends with the natural charge from an NBO analysis.
Atoms and positions in Å:
C  1.327  -1.158  -0.070  -0.4218
C  0.330  1.918  -0.306  -0.6488
C  -1.139  -1.784  0.286  -0.6662
C  2.574  -0.320  0.120  -0.6134
C  -0.476  0.675  -0.114  -0.0764
C  -0.219  -0.600  0.138  0.0717
C  -2.082  1.120  -0.104  0.1329
N  -3.130  0.432  0.151  -0.6483
H  -3.978  1.010  0.120  0.3448
H  -2.216  2.206  -0.280  0.1361
H  1.406  -1.982  0.650  0.1978
H  1.376  -1.636  -1.055  0.2046
H  -0.012  2.697  0.385  0.2182
H  1.391  1.830  -0.106  0.2305
H  0.203  2.296  -1.326  0.2198
H  -0.846  -2.363  1.168  0.2137
H  -2.188  -1.529  0.414  0.2657
H  -1.070  -2.434  -0.593  0.2191
H  2.726  0.400  -0.688  0.2005
H  2.558  0.182  1.092  0.2058
H  3.463  -0.964  0.120  0.2138

Computed properties:
- E_LUMO: 1.0 eV



(7)
Formula: C7H13N2
Source: the Open Molecules 2025 dataset
Level of theory: ωB97M-V/def2-TZVPD

Each line ends with the natural charge from an NBO analysis.
Atoms and positions in Å:
C  3.274  0.531  1.090  -0.4897
C  2.769  -0.046  0.081  0.1725
C  -2.418  1.287  -0.422  -0.4660
C  -0.895  1.642  -0.292  -0.2266
C  -2.464  -0.165  -0.066  0.1192
C  -0.762  -1.906  0.391  -0.4194
C  2.246  -0.615  -0.976  -0.6174
N  -0.315  0.334  -0.029  -0.4365
N  -1.242  -0.584  0.086  -0.0341
H  4.005  0.024  1.744  0.2643
H  -3.072  1.755  0.164  0.2481
H  -2.725  1.520  -1.419  0.2545
H  -0.428  2.152  -1.150  0.2399
H  -0.683  2.257  0.710  0.2184
H  -3.311  -0.935  -0.127  0.2595
H  2.781  1.191  1.712  0.2404
H  -0.511  -2.530  -0.415  0.2457
H  0.137  -1.666  1.042  0.2428
H  -1.648  -2.306  0.905  0.2425
H  1.880  -1.614  -0.831  0.2362
H  2.697  -0.404  -1.927  0.2608
H  0.684  0.080  -0.270  0.4447

Computed properties:
- E_LUMO: -3.7 eV
- Total charge: +1



(8)
Formula: C7H13N2
Source: the Open Molecules 2025 dataset
Level of theory: ωB97M-V/def2-TZVPD

Each line ends with the natural charge from an NBO analysis.
Atoms and positions in Å:
C  -1.935  -0.709  -1.049  0.0671
C  -2.022  0.667  -0.843  -0.1855
C  -0.019  1.128  0.104  0.3676
C  0.679  0.436  2.140  -0.6144
C  2.520  1.613  0.673  -0.6552
C  -0.510  -2.666  -1.349  -0.4533
C  1.087  1.136  0.824  0.0379
N  -0.715  -1.273  -0.980  -0.5816
N  -1.167  1.505  -0.265  -0.4693
H  -2.945  -1.177  -1.258  0.2421
H  -2.950  1.071  -1.264  0.2294
H  0.988  -0.667  2.158  0.2525
H  -0.348  0.531  2.317  0.2285
H  1.308  0.851  2.967  0.2441
H  2.882  1.765  1.641  0.2454
H  2.740  2.515  0.132  0.2543
H  3.265  0.878  0.357  0.2645
H  -1.150  -3.468  -0.832  0.2374
H  -0.460  -2.812  -2.440  0.2096
H  0.508  -3.068  -1.166  0.2280
H  -0.132  -0.655  -1.645  0.3993
H  -1.625  2.399  -0.222  0.4516

Computed properties:
- E_LUMO: -3.9 eV
- Total charge: +1